Arrangement one

ORCA calculation (ωB97M-V with the def2-TZVPD basis set) on C31H35N5O8PPdS3 as an isolated structure.

Gap between HOMO and LUMO (alpha / beta) in eV: 5.6 / 5.3
⟨S²⟩: 8.79
Spin multiplicity: 6

Each line ends with the Löwdin charge.
Cartesian coordinates (Å):
Pd -0.288 -0.630 -0.170  0.8059
C -4.131 0.898 -1.926  -0.0705
C -4.575 0.443 -0.553  -0.3125
O -3.693 -0.582 -0.081  -0.4554
P -2.849 -0.421 1.340  0.0267
S -2.010 -2.267 0.829  0.7055
S -1.710 1.211 0.791  0.6702
O -4.082 -0.189 2.295  -0.2992
C -5.346 -0.894 2.240  -0.2198
C -5.280 -2.152 3.074  -0.0589
H -4.830 1.635 -2.324  0.0815
H -4.082 0.044 -2.602  0.0767
H -3.138 1.348 -1.873  0.0556
H -5.585 0.028 -0.588  0.1147
H -4.586 1.281 0.150  0.1105
H -5.594 -1.113 1.205  0.0978
H -6.069 -0.186 2.637  0.1318
H -4.578 -2.866 2.641  0.0667
H -6.266 -2.620 3.098  0.0841
H -4.963 -1.920 4.090  0.0670
O -3.273 -0.439 4.933  -0.2771
S -2.343 0.442 4.283  0.6884
O -2.772 1.781 4.006  -0.2895
N -1.773 -0.257 2.814  -0.3007
C -0.384 -0.601 2.890  -0.5049
O 0.224 -1.145 1.900  -0.1857
C 0.157 -0.258 4.125  -0.1653
C 1.493 -0.427 4.573  -0.0148
C 1.820 -0.020 5.840  -0.0883
C 0.866 0.557 6.715  -0.0903
C -0.444 0.732 6.294  -0.0592
C -0.773 0.333 5.013  -0.2436
H 2.224 -0.874 3.913  0.1136
H 2.838 -0.147 6.188  0.0996
H 1.163 0.857 7.710  0.0941
H -1.192 1.167 6.944  0.1196
C -1.712 -1.649 -5.335  -0.0062
N -0.966 -0.622 -4.616  -0.0436
C -0.276 0.342 -5.259  -0.0497
C 0.448 1.254 -4.585  -0.0021
C 0.453 1.167 -3.159  -0.3681
N -0.255 0.249 -2.524  0.1447
C -0.940 -0.709 -3.217  -0.5146
O -1.535 -1.622 -2.667  0.0249
N 1.163 2.033 -2.427  0.1889
H -1.721 -1.407 -6.395  0.0887
H -2.731 -1.692 -4.959  0.0939
H -1.255 -2.624 -5.183  0.1009
H -0.335 0.327 -6.339  0.1327
H 1.010 2.016 -5.103  0.1091
H 1.800 2.648 -2.900  0.1104
H 1.363 1.759 -1.469  0.0768
C 7.370 5.068 -0.056  -0.0510
C 6.485 4.182 0.780  -0.2317
C 6.423 4.362 2.156  -0.0536
C 5.605 3.569 2.946  -0.0779
C 4.857 2.564 2.360  -0.0145
C 4.912 2.365 0.984  -0.2091
N 4.109 1.342 0.416  0.0901
C 4.600 0.185 -0.134  -0.1834
C 5.984 -0.050 -0.209  -0.0229
C 6.477 -1.216 -0.759  -0.0798
C 5.624 -2.201 -1.248  -0.0937
C 4.264 -1.995 -1.161  -0.0240
C 3.732 -0.822 -0.622  -0.0697
C 2.258 -0.711 -0.556  -0.5674
O 1.529 -1.696 -0.841  -0.0575
O 1.704 0.394 -0.208  -0.1488
C 5.707 3.186 0.174  -0.1764
C 5.719 3.022 -1.321  -0.0352
H 7.976 5.717 0.575  0.0743
H 6.784 5.704 -0.725  0.0820
H 8.044 4.480 -0.684  0.0828
H 7.022 5.141 2.613  0.1070
H 5.561 3.726 4.016  0.1029
H 4.227 1.915 2.957  0.1135
H 3.115 1.340 0.597  0.1159
H 6.666 0.688 0.191  0.1116
H 7.550 -1.362 -0.797  0.1045
H 6.019 -3.115 -1.672  0.0980
H 3.564 -2.745 -1.507  0.1163
H 4.871 2.426 -1.653  0.0710
H 6.626 2.512 -1.659  0.0894
H 5.685 3.991 -1.822  0.0761



Arrangement two

ORCA calculation (ωB97M-V with the def2-TZVPD basis set) on C31H35N5O8PPdS3 as an isolated structure.

Gap between HOMO and LUMO (alpha / beta) in eV: 7.5 / 3.0
⟨S²⟩: 8.77
Spin multiplicity: 6

Each line ends with the Löwdin charge.
Cartesian coordinates (Å):
Pd 1.492 0.259 -1.031  0.7666
C 6.355 1.328 -3.531  -0.0973
C 6.502 2.114 -2.239  -0.3086
O 5.794 1.590 -1.133  -0.3655
P 4.373 0.770 -1.143  0.4121
S 3.093 -1.575 -0.686  0.4570
S 3.069 1.949 -2.193  0.6211
O 3.900 1.165 0.348  -0.4452
C 4.275 0.462 1.525  -0.3143
C 5.722 0.718 1.890  -0.0655
H 6.965 1.786 -4.306  0.0828
H 5.317 1.330 -3.856  0.0370
H 6.681 0.301 -3.390  0.0814
H 6.168 3.145 -2.400  0.1151
H 7.551 2.130 -1.929  0.1219
H 4.093 -0.613 1.394  0.0569
H 3.598 0.829 2.299  0.1239
H 6.373 0.274 1.142  0.0699
H 5.943 0.296 2.865  0.0827
H 5.905 1.788 1.920  0.0854
O -1.493 -1.145 -6.511  -0.2918
S -1.675 -0.947 -5.104  0.6578
O -2.915 -0.317 -4.708  -0.3142
N -0.400 -0.140 -4.454  0.0012
C 0.247 -0.878 -3.595  -0.5486
O 1.330 -0.563 -3.046  -0.1753
C -0.382 -2.208 -3.316  -0.1494
C 0.010 -3.136 -2.366  -0.0083
C -0.718 -4.314 -2.274  -0.0578
C -1.807 -4.547 -3.106  -0.0689
C -2.195 -3.610 -4.057  -0.0388
C -1.469 -2.447 -4.135  -0.2019
H 0.847 -2.918 -1.716  0.0649
H -0.445 -5.063 -1.546  0.1055
H -2.370 -5.464 -3.017  0.1046
H -3.030 -3.772 -4.718  0.1193
C -3.540 -0.798 -1.039  0.0129
N -2.730 0.251 -1.615  -0.0185
C -3.220 1.152 -2.491  -0.0518
C -2.421 2.088 -3.057  -0.0042
C -1.036 2.063 -2.737  -0.3794
N -0.589 1.205 -1.829  0.1263
C -1.374 0.252 -1.305  -0.5064
O -0.914 -0.630 -0.572  0.0037
N -0.163 2.916 -3.271  0.1910
H -4.581 -0.657 -1.319  0.0984
H -3.438 -0.777 0.049  0.0957
H -3.198 -1.769 -1.402  0.0990
H -4.274 1.085 -2.717  0.1384
H -2.801 2.788 -3.777  0.1145
H -0.407 3.416 -4.108  0.1187
H 0.818 2.763 -3.066  0.0233
C -4.370 -3.286 3.197  -0.0541
C -3.946 -1.855 3.369  -0.2440
C -4.844 -0.959 3.940  -0.0714
C -4.490 0.361 4.160  -0.0888
C -3.211 0.781 3.867  -0.0396
C -2.279 -0.108 3.326  -0.1934
N -0.982 0.269 3.051  0.1128
C -0.314 1.381 3.496  -0.1792
C -0.543 1.945 4.758  -0.0313
C 0.117 3.094 5.144  -0.0832
C 1.020 3.707 4.286  -0.0943
C 1.301 3.128 3.062  -0.0310
C 0.661 1.965 2.665  -0.0725
C 0.986 1.354 1.342  -0.6389
O 1.134 2.088 0.346  -0.0561
O 1.111 0.101 1.275  -0.1011
C -2.666 -1.430 3.017  -0.1697
C -1.661 -2.330 2.365  -0.0262
H -5.354 -3.452 3.630  0.0725
H -3.663 -3.940 3.707  0.0833
H -4.419 -3.567 2.145  0.0799
H -5.832 -1.295 4.212  0.0993
H -5.206 1.055 4.571  0.1000
H -2.934 1.809 4.035  0.1020
H -0.502 -0.233 2.303  0.0990
H -1.217 1.453 5.443  0.1125
H -0.082 3.520 6.116  0.1025
H 1.508 4.624 4.572  0.0951
H 2.016 3.568 2.387  0.1154
H -0.802 -2.465 3.022  0.0953
H -1.297 -1.898 1.431  0.0608
H -2.077 -3.305 2.142  0.0669



Most stable structure, least stable structure: arrangement one, arrangement two.



Arrangement one

ORCA calculation (ωB97M-V with the def2-TZVPD basis set) on a 2-piece molecular cluster, C4H13N2O overall.

Net charge: +2
Gap between HOMO and LUMO (alpha / beta) in eV: 10.1 / 5.2
⟨S²⟩: 0.77
Spin multiplicity: 2

Each line ends with the Löwdin charge.
Cartesian coordinates (Å):
C -1.600 1.528 0.910  -0.0284
C -1.082 0.075 0.872  -0.1637
C -0.920 -0.365 -0.599  -0.0932
N 1.906 0.330 -0.011  0.3288
C 1.318 0.618 -1.134  -0.0140
N 0.069 0.256 -1.435  0.2039
H -0.802 2.208 0.607  0.0859
H -1.972 1.735 1.915  0.1185
H -2.420 1.701 0.216  0.0989
H -0.212 -0.090 1.498  0.0985
H -1.864 -0.575 1.270  0.1439
H -0.801 -1.468 -0.659  0.1905
H -1.859 -0.126 -1.115  0.1644
H 2.932 0.357 0.009  0.1942
H 1.517 0.258 0.928  0.1534
H 1.856 1.264 -1.830  0.1977
H -0.270 0.650 -2.315  0.2076
H 1.543 -3.012 1.024  0.0825
H 1.343 -2.951 -0.469  0.0712
O 1.317 -2.391 0.318  -0.0405



Arrangement two

ORCA calculation (ωB97M-V with the def2-TZVPD basis set) on a 2-piece molecular cluster, C4H13N2O overall.

Net charge: +2
Gap between HOMO and LUMO (alpha / beta) in eV: 11.4 / 5.8
⟨S²⟩: 0.78
Spin multiplicity: 2

Each line ends with the Löwdin charge.
Cartesian coordinates (Å):
C -2.232 -1.170 0.250  0.0518
C -1.084 -1.908 -0.360  -0.3794
O -0.039 -1.437 -0.814  0.1829
N -1.182 -3.296 -0.380  0.4622
H -1.829 -0.225 0.623  0.1030
H -2.625 -1.698 1.144  0.1278
H -0.525 -3.966 -0.799  0.2051
H -2.065 -3.655 0.002  0.1885
H -3.112 -1.223 -0.414  0.1369
C 0.994 1.454 0.504  -0.2055
C 2.203 2.328 0.741  -0.0645
N 0.712 1.285 -0.987  0.1878
H 1.173 0.457 0.896  0.1152
H 0.079 1.823 0.986  0.1336
H 2.160 3.305 0.242  0.1008
H 3.120 1.791 0.444  0.1011
H 1.574 1.369 -1.530  0.1743
H 0.340 0.310 -1.050  0.1005
H 0.041 1.976 -1.319  0.1748
H 2.297 2.481 1.822  0.1031



Most stable structure, least stable structure: arrangement two, arrangement one.